(1)
{
  "formula": "C4H10NO",
  "method": "ωB97M-V with the def2-TZVPD basis set",
  "species": ["C", "N", "C", "O", "C", "C", "H", "H", "H", "H", "H", "H", "H", "H", "H", "H"],
  "positions_angstrom": [[-0.2658, -0.4732, 0.0345], [-1.1475, 0.4909, 0.5916], [-2.3647, 1.1667, -0.1114], [-2.5884, 0.4614, -1.1737], [1.2605, -0.2531, 0.5716], [2.1667, -1.0273, -0.4491], [-0.3138, -0.0533, -0.9899], [-0.4681, -1.5647, 0.2373], [-0.9438, 1.1117, 1.3364], [-2.1481, 2.1894, -0.4471], [-3.2181, 1.1505, 0.5765], [1.5251, 0.8291, 0.3131], [1.2506, -0.6035, 1.5841], [2.2066, -0.3157, -1.3404], [1.8422, -1.9516, -0.6830], [3.2067, -1.1573, -0.0503]],
  "atomic_forces_ev_per_a": [[1.99, 2.02, 0.04], [-2.83, 1.54, 1.97], [1.77, -2.43, -1.12], [-1.37, -0.92, -2.24], [-1.62, 0.23, -3.55], [1.72, 4.32, 1.61], [0.44, -1.98, -0.34], [-0.30, 0.91, -0.62], [1.31, -0.13, 1.06], [0.54, 1.18, 0.78], [-0.26, 0.35, 1.11], [-0.45, -1.16, 1.41], [0.59, 0.28, 0.72], [0.18, -1.29, 0.70], [-1.33, -3.12, -1.04], [-0.38, 0.21, -0.49]],
  "total_charge": -2,
  "relative_energy_kj_mol": 179.3,
  "spin_multiplicity": 2,
  "lumo_ev": [7.2, 7.1],
  "homo_lumo_gap_ev": [2.913, 6.622],
  "energy_ev": -7841.1187,
  "largest_force_ev_per_a": 4.92
}


(2)
{
  "formula": "C4H10NO",
  "method": "ωB97M-V with the def2-TZVPD basis set",
  "species": ["C", "C", "C", "C", "N", "O", "H", "H", "H", "H", "H", "H", "H", "H", "H", "H"],
  "positions_angstrom": [[-2.5977, 0.7956, 0.1053], [-2.9927, -0.5148, -0.1119], [0.6871, -0.1751, 0.1362], [3.0918, 0.3981, -0.0253], [1.9379, -0.4958, -0.0645], [-0.1769, -1.0768, 0.0521], [-3.0252, 1.3890, 0.9311], [-2.3487, 1.4861, -0.6815], [-2.6692, -1.1894, -0.9623], [-3.4045, -0.9384, 0.7544], [0.2460, 0.8377, 0.1261], [3.9127, -0.2426, -0.4829], [2.8926, 1.3011, -0.6054], [3.2895, 0.5102, 0.9516], [2.3104, -1.4870, -0.1844], [-1.1531, -0.5979, 0.0614]],
  "atomic_forces_ev_per_a": [[-2.42, -1.04, -0.98], [2.37, 2.08, -0.38], [1.17, 0.26, -1.67], [0.11, -1.50, -3.71], [0.55, -1.03, 0.04], [-3.30, -0.45, 0.33], [0.54, -0.90, 0.15], [0.89, -0.23, -0.57], [-0.84, 1.15, 0.80], [-0.81, -1.13, 0.76], [1.28, 0.06, 0.50], [-0.79, 1.39, 0.42], [0.31, -0.06, 0.29], [1.17, 1.17, 3.39], [-1.93, 1.43, 0.35], [1.68, -1.20, 0.29]],
  "total_charge": 1,
  "relative_energy_kj_mol": 233.2,
  "spin_multiplicity": 1,
  "lumo_ev": -3.7,
  "homo_lumo_gap_ev": 11.254,
  "energy_ev": -7838.8997,
  "largest_force_ev_per_a": 4.01
}


Copy entry 2 word for word.
{
  "formula": "C4H10NO",
  "method": "ωB97M-V with the def2-TZVPD basis set",
  "species": ["C", "C", "C", "C", "N", "O", "H", "H", "H", "H", "H", "H", "H", "H", "H", "H"],
  "positions_angstrom": [[-2.5977, 0.7956, 0.1053], [-2.9927, -0.5148, -0.1119], [0.6871, -0.1751, 0.1362], [3.0918, 0.3981, -0.0253], [1.9379, -0.4958, -0.0645], [-0.1769, -1.0768, 0.0521], [-3.0252, 1.3890, 0.9311], [-2.3487, 1.4861, -0.6815], [-2.6692, -1.1894, -0.9623], [-3.4045, -0.9384, 0.7544], [0.2460, 0.8377, 0.1261], [3.9127, -0.2426, -0.4829], [2.8926, 1.3011, -0.6054], [3.2895, 0.5102, 0.9516], [2.3104, -1.4870, -0.1844], [-1.1531, -0.5979, 0.0614]],
  "atomic_forces_ev_per_a": [[-2.42, -1.04, -0.98], [2.37, 2.08, -0.38], [1.17, 0.26, -1.67], [0.11, -1.50, -3.71], [0.55, -1.03, 0.04], [-3.30, -0.45, 0.33], [0.54, -0.90, 0.15], [0.89, -0.23, -0.57], [-0.84, 1.15, 0.80], [-0.81, -1.13, 0.76], [1.28, 0.06, 0.50], [-0.79, 1.39, 0.42], [0.31, -0.06, 0.29], [1.17, 1.17, 3.39], [-1.93, 1.43, 0.35], [1.68, -1.20, 0.29]],
  "total_charge": 1,
  "relative_energy_kj_mol": 233.2,
  "spin_multiplicity": 1,
  "lumo_ev": -3.7,
  "homo_lumo_gap_ev": 11.254,
  "energy_ev": -7838.8997,
  "largest_force_ev_per_a": 4.01
}